No. 1
A molecular structure, C14H19CaF6N3O20S2. Source: OMol25; level of theory: ωB97M-V/def2-TZVPD.

## Properties
E_LUMO	0.1270	Eh
strongest force on any atom	3.7	eV/Å
HOMO-LUMO gap	4.09	eV
total charge	-2

Element x y z (Å)
Ca: -0.06555 1.28400 0.22383
S: 2.91961 3.53010 -0.13641
S: 3.11023 1.16172 1.04022
F: 2.68304 2.94597 3.01647
F: 3.59896 4.48166 -2.51918
F: 1.47042 4.03303 -2.32631
F: 2.94898 2.44596 -2.57409
F: 3.64970 1.12176 3.64793
F: 4.76085 2.60687 2.57141
O: -4.03980 2.27927 0.03739
O: -0.59528 -1.44807 3.97236
O: 0.01576 2.33788 2.45451
O: 2.06246 4.54176 0.37026
O: -0.66033 1.18925 -2.23219
O: 4.38111 0.93037 0.40038
O: -0.05251 4.35730 3.17404
O: 4.33213 3.65982 0.05378
O: -4.51072 0.17447 -0.02132
O: -0.74620 3.47949 -0.16572
O: 1.49240 -2.73395 0.06482
O: -2.44574 0.83532 0.19180
O: -0.55948 0.96651 -4.46361
O: 0.24658 -2.77311 -1.75573
O: -1.98858 -0.28454 -3.30782
O: 0.73036 -0.80635 -0.80373
O: -2.25858 -0.42495 2.93157
O: -0.30981 2.74218 4.57585
O: -0.25041 -0.48965 1.95585
O: 2.45268 -0.03906 1.47933
N: -3.67732 1.10110 0.06409
N: -0.12813 3.14687 3.40838
N: 2.12740 2.05176 0.15488
C: -2.68963 -0.44765 4.30774
C: -0.95774 -0.73908 2.86558
C: -1.25380 0.24483 -5.46985
C: -0.23854 -0.44875 -6.34392
C: 0.81432 -1.97637 -0.81495
C: -2.09217 -0.74605 -4.63364
C: 0.83126 -4.07756 -1.72107
C: 1.75608 -4.02465 -0.50567
C: 3.55389 2.02466 2.66265
C: 2.68049 3.64290 -2.01728
C: -1.02771 0.65154 -3.21937
C: -1.68827 -1.47426 4.85666
C: -4.13053 -0.91892 4.25646
C: 1.57266 -5.04699 0.57896
H: -4.76732 -0.18565 3.76753
H: -0.30694 3.58885 -1.01740
H: 0.13520 -4.91669 -1.68775
H: 1.76288 -6.08322 0.28487
H: 2.27347 -4.91692 1.40404
H: 0.55676 -4.95149 0.96687
H: -0.80850 -1.00607 -7.09654
H: -4.51925 -0.78547 5.28352
H: -1.72567 -1.77388 -4.71483
H: -1.94273 0.86302 -6.04692
H: 0.36469 -1.18133 -5.80843
H: -1.42457 -1.22630 5.88757
H: -3.13930 -0.78028 -4.93299
H: -4.15669 -1.97287 4.00773
H: 1.35282 -4.10859 -2.67987
H: 0.43617 0.25497 -6.82683
H: 2.80128 -3.93221 -0.81975
H: -2.15774 -2.46466 4.93216
H: -2.55909 0.51043 4.81163

Forces on atoms 1 to 3 (eV/Å):
Ca -2.4 2.0 0.8
S -2.6 0.7 -1.1
S 1.1 -1.9 -0.4

Löwdin atomic charge list, values in e, 5 entries: Ca 1.38; S 0.63; S 0.55; F 0.16; F 0.11

No. 2
A molecular structure, C43H38F9N6O2SiV. Source: OMol25; level of theory: ωB97M-V/def2-TZVPD.

## Properties
expectation value of S²	4.063
E_LUMO (alpha / beta)	0.0724 / 0.0611	Eh
multiplicity	4
strongest force on any atom	3.3	eV/Å
HOMO-LUMO gap (alpha / beta)	4.74 / 4.53	eV
total charge	-1

Element x y z (Å)
V: -0.50371 -1.01624 -0.32448
Si: 1.73455 4.28669 -1.24197
F: 4.23398 0.64063 5.00240
F: -0.01106 1.55996 5.22221
F: 1.60701 0.54936 6.32425
F: 3.98948 0.06479 2.93833
F: 0.41287 -0.53745 4.83958
F: 3.09527 -1.11306 4.47129
F: 2.68156 3.04731 5.18639
F: 3.36491 2.83317 3.13865
F: 1.29954 3.37175 3.57001
O: 0.23889 -2.55363 -1.84706
O: 1.38186 0.75679 2.82062
N: -1.78483 -2.66211 -0.31392
N: 1.39208 -1.50659 0.72534
N: -1.61383 -3.69136 -1.14321
N: -1.56669 0.68989 -1.56312
N: -1.75175 -0.81254 1.37380
N: 0.88129 0.58129 -0.81318
C: 3.28129 0.92233 -1.24940
C: -3.16447 0.85059 -3.31490
C: 2.34431 2.58097 3.97854
C: -0.45465 -4.59058 -3.01443
C: 2.21884 0.23206 -0.64722
C: -1.10807 4.79319 -1.20165
C: -2.70271 -1.77713 1.68227
C: 0.50676 -3.25341 2.21389
C: -2.26162 1.58449 -4.11672
C: 0.04082 -6.60052 -4.91973
C: 0.98694 0.64083 5.09204
C: 3.79930 -1.33474 0.39399
C: 0.60881 1.56336 -1.66443
C: 1.61370 2.47739 -2.20500
C: 2.99124 1.98666 -2.09391
C: -3.91381 0.20540 -1.03997
C: -0.70117 1.40791 -2.29135
C: -3.67083 -3.96820 0.68982
C: 3.34548 0.14393 4.08250
C: -3.67288 -1.56402 2.64584
C: -0.99978 1.84667 -3.59339
C: -2.66706 0.58761 3.11788
C: -2.54772 4.40734 0.68305
C: 0.03934 4.40981 -0.48634
C: 1.98980 1.00379 3.91771
C: -0.55654 -3.51406 -1.94022
C: 3.99855 -2.49840 1.11734
C: 1.63281 -2.59595 1.47707
C: 0.87709 -5.43962 -4.84943
C: -1.69332 0.31750 2.19345
C: -1.43026 3.92342 1.40386
C: -1.34118 -5.67134 -3.17584
C: -2.81986 0.51759 -2.01881
C: 2.91147 -3.09116 1.66607
C: -3.67146 -0.36962 3.37584
C: 1.93935 5.35725 -2.72872
C: -2.37502 4.77443 -0.61357
C: -2.69466 -2.82865 0.66703
C: 2.99267 4.16383 0.16072
C: -1.12934 -6.63502 -4.19062
C: -0.14420 3.91179 0.82349
C: 0.66692 -4.50405 -3.84266
C: 2.48755 -0.90038 0.16276
H: -1.87642 -7.41273 -4.35161
H: -0.88016 1.00854 1.99275
H: 3.09840 5.19128 0.61373
H: -4.78407 0.77139 -1.27374
H: -3.25355 -4.79550 0.12198
H: 4.27222 0.51602 -1.08035
H: 0.31584 -7.42191 -5.62405
H: 0.68567 3.50564 1.46290
H: 2.96147 5.39055 -3.13546
H: -4.11633 -0.86886 -1.12075
H: 1.32210 -3.66958 -3.70408
H: -4.64773 -3.68681 0.30501
H: -0.23425 2.43883 -4.12306
H: 3.96049 3.76309 -0.26053
H: 3.76703 2.49364 -2.66281
H: -2.52822 1.48757 3.64504
H: 4.98928 -2.93345 1.31157
H: -0.27102 -3.59156 1.52359
H: -3.57990 4.45676 1.14997
H: -3.27511 5.08560 -1.13858
H: 1.45667 2.77301 -3.24156
H: -3.86572 -4.33371 1.70808
H: 2.99456 -3.97101 2.32695
H: -3.51459 0.43870 -0.01193
H: -2.56955 1.91421 -5.12532
H: 0.85544 -4.06355 2.85956
H: -2.29102 -5.75643 -2.54871
H: 1.67829 -5.27289 -5.56158
H: 2.57627 3.42594 0.90071
H: -0.00215 -2.43377 2.78166
H: 4.64928 -0.79358 -0.07185
H: -1.01679 5.05679 -2.28302
H: 1.27715 5.15016 -3.65672
H: -1.56826 3.69872 2.43920
H: -4.18704 0.68613 -3.69028
H: 1.65102 6.38392 -2.37169
H: -4.38523 -2.31776 2.96158
H: -4.29792 -0.27537 4.22060

Forces on atoms 1 to 3 (eV/Å):
V 0.6 0.2 -0.3
Si -0.9 -2.8 -0.5
F -0.3 0.0 -0.2

Löwdin atomic charge list, values in e, 5 entries: V 0.89; Si 0.64; F 0.11; F 0.12; F 0.10

No. 3
C6H7N in the gas phase. Source: OMol25; level of theory: ωB97M-V/def2-TZVPD.

## Properties
E_LUMO (alpha / beta)	-0.0512 / -0.0498	Eh
strongest force on any atom	3.3	eV/Å
HOMO-LUMO gap (alpha / beta)	6.57 / 7.82	eV
relative energy (zero: lowest compared OMol25 entry of this formula, charge and spin)	114.6	kcal/mol
total charge	0

Element x y z (Å)
N: -0.11962 -1.76152 -3.79329
C: -0.34710 -1.30874 -2.75081
C: -0.40350 1.20950 1.56475
C: -1.09522 0.41364 0.54571
C: 1.15631 -0.56210 0.06184
C: -0.72389 -0.71167 -1.56033
C: -0.29580 -0.31820 -0.29257
H: 1.35343 -1.00121 1.13677
H: -1.01285 2.05201 2.01791
H: 0.40679 1.50944 0.99786
H: 1.73419 0.44522 -0.09497
H: 1.56902 -1.24824 -0.65485
H: -2.13129 0.54167 0.37697
H: -0.09048 0.74021 2.44502

Forces on atoms 1 to 3 (eV/Å):
N 0.2 -0.4 -0.7
C -0.5 1.3 2.0
C -2.8 1.5 0.9

Löwdin atomic charge list, values in e, 5 entries: N 0.14; C -0.27; C -0.09; C -0.08; C -0.06

No. 4
A molecular structure, C5H7NO. Source: OMol25; level of theory: ωB97M-V/def2-TZVPD.

## Properties
E_LUMO	0.0247	Eh
strongest force on any atom	0.5	eV/Å
HOMO-LUMO gap	8.53	eV
relative energy (zero: lowest compared OMol25 entry of this formula, charge and spin)	166.2	kcal/mol
total charge	0

Element x y z (Å)
O: 2.39193 0.01002 0.15083
N: -0.94256 0.53269 -0.69032
C: -0.33708 -0.94606 0.67126
C: 0.12620 -0.56192 -0.77434
C: -1.70597 -0.37887 0.21160
C: 0.06518 0.96252 0.32697
C: 1.23683 0.43553 -0.49541
H: 0.12202 0.01712 1.30450
H: -2.35022 0.12460 0.94174
H: -2.29586 -1.11003 -0.35265
H: 1.51351 1.08096 -1.33324
H: 2.14879 -0.74745 0.70562
H: 0.08312 -1.30314 -1.57585
H: -0.05589 1.88403 0.90931

Forces on atoms 1 to 3 (eV/Å):
O 0.0 -0.2 0.1
N 0.0 0.1 0.0
C -0.1 -0.2 -0.1

Löwdin atomic charge list, values in e, 5 entries: O 0.00; N -0.01; C 0.00; C -0.23; C -0.20

No. 5
A molecular structure, C10H21AgAs2F15O6. Source: OMol25; level of theory: ωB97M-V/def2-TZVPD.

## Properties
expectation value of S²	0.753
E_LUMO (alpha / beta)	0.1068 / 0.0519	Eh
multiplicity	2
strongest force on any atom	3.7	eV/Å
HOMO-LUMO gap (alpha / beta)	5.63 / 4.13	eV
total charge	-2

Element x y z (Å)
Ag: -4.20501 -24.56985 -5.03398
As: -6.05129 -19.98635 -1.04248
As: 1.90830 -23.92676 -6.08574
F: -5.33571 -28.53592 -8.84022
F: 3.63714 -24.42709 -5.90686
F: -3.86651 -28.85461 -10.29717
F: -5.86096 -21.37357 -2.19448
F: -4.31094 -19.58226 -1.33670
F: -6.28828 -18.64227 0.15326
F: -7.73773 -20.61253 -0.99642
F: -6.46267 -18.71810 -2.37054
F: -5.64440 -21.08166 0.34377
F: 0.10151 -23.65561 -6.08354
F: -3.80175 -29.94487 -8.30190
F: 1.65812 -24.96272 -7.51533
F: 1.40030 -25.23587 -4.93262
F: 1.89087 -22.78346 -4.69026
F: 2.24767 -22.46687 -7.12908
O: -5.24070 -21.87943 -5.93320
O: -3.49884 -26.29617 -8.66561
O: -3.04176 -27.50502 -6.78533
O: -2.54955 -25.13425 -2.12244
O: -6.92433 -23.73688 -6.29525
O: -6.84917 -25.36172 -3.97745
C: -3.34088 -24.44829 -10.15591
C: -6.92220 -25.56711 -2.54782
C: -4.26905 -20.78819 -5.80766
C: -8.10804 -25.20224 -4.56866
C: -6.49183 -21.38630 -6.61139
C: -3.07563 -25.96381 -10.02947
C: -7.93377 -24.83487 -6.08588
C: -4.00987 -28.72532 -8.93996
C: -3.08525 -27.63653 -8.15866
C: -7.58290 -22.44432 -6.34851
H: -2.70315 -24.62116 -1.30532
H: -7.70807 -25.02613 -2.02070
H: -3.70340 -26.37302 -10.82102
H: -3.91892 -20.46611 -6.78836
H: -7.67483 -25.75274 -6.61368
H: -2.02571 -27.72800 -8.39763
H: -3.37125 -21.17079 -5.32218
H: -8.37144 -22.23495 -7.07134
H: -2.04275 -26.14187 -10.32874
H: -6.36382 -21.34182 -7.69294
H: -4.39686 -24.26215 -9.96008
H: -3.23949 -24.09872 -11.18335
H: -8.90532 -24.74605 -6.57198
H: -7.22150 -26.59377 -2.33690
H: -8.15611 -22.20903 -5.45176
H: -5.93037 -25.49967 -2.10081
H: -6.83090 -20.40743 -6.27238
H: -2.73163 -23.86987 -9.46141
H: -8.55684 -26.19327 -4.50128
H: -8.70798 -24.41182 -4.11765
H: -4.67568 -19.96399 -5.22162

Forces on atoms 1 to 3 (eV/Å):
Ag -0.3 -0.3 -0.5
As 0.2 0.0 -0.8
As -2.5 0.0 1.2

Löwdin atomic charge list, values in e, 5 entries: Ag 0.89; As 0.96; As 0.93; F 0.10; F -0.31

No. 6
2 unconnected molecules or ions with the total composition C3H11NO. Source: OMol25; level of theory: ωB97M-V/def2-TZVPD.

## Properties
E_LUMO	0.0365	Eh
strongest force on any atom	0.9	eV/Å
HOMO-LUMO gap	10.61	eV
structure (SMILES)	CCOC.N
relative energy (zero: lowest compared OMol25 entry of this formula, charge and spin)	20.8	kcal/mol
total charge	0

Element x y z (Å)
O: -0.14932 -0.06813 -0.82924
N: 2.84557 -0.14023 -0.08893
C: -0.71641 1.23120 -0.93955
C: -1.08368 -0.61181 1.39430
C: -0.90237 -1.00589 -0.07462
H: -0.27241 1.84794 -0.15946
H: -1.31226 0.45432 1.41608
H: -0.50287 1.59305 -1.94443
H: 1.91122 -0.20312 -0.49187
H: -1.80996 1.21498 -0.88069
H: 2.89981 0.75632 0.37330
H: -1.94864 -1.15620 1.76689
H: 3.50128 -0.14648 -0.85816
H: -0.18665 -0.78076 1.97603
H: -0.35711 -1.93859 -0.17068
H: -1.91621 -1.04658 -0.48899

Forces on atoms 1 to 3 (eV/Å):
O 0.0 -0.1 -0.3
N -0.3 -0.2 -0.1
C 0.1 -0.6 -0.1

Löwdin atomic charge list, values in e, 5 entries: O -0.25; N 0.02; C -0.10; C -0.07; C -0.27

Q: The lowest strongest force on any atom belongs to which entry?
A: C5H7NO